1.
A molecular structure, C9H10CoN2OSSe, computed with the ωB97M-V functional and the def2-TZVPD basis.

```
25
Properties=species:S:1:pos:R:3:mulliken_charge:R:1
Co 0.24686 -0.08870 -0.35918 -0.059
S -1.35425 1.11455 -2.10103 -0.501
C -2.40288 0.14728 -1.15676 0.659
C -3.80730 0.07237 -1.28070 -0.750
C -4.52172 -0.73482 -0.43075 0.029
C -3.86616 -1.48333 0.55344 -0.833
C -2.49509 -1.37819 0.62196 0.065
N -1.79247 -0.60003 -0.20812 -0.355
H -4.29023 0.66479 -2.04481 0.352
H -5.60079 -0.78774 -0.52157 0.345
H -4.40271 -2.12215 1.23959 0.367
H -1.90553 -1.92195 1.35034 0.293
Se 0.90073 -2.22003 1.05453 -0.349
C 2.12474 -1.62138 2.28781 0.234
N 2.90296 -1.28251 3.07418 -0.615
C 2.84623 1.72640 1.16961 -0.606
O 1.77898 1.46748 0.26737 -0.281
C 1.97482 0.66643 -0.91087 0.446
C 3.30711 0.72725 -1.55918 -0.961
H 3.76634 1.96971 0.63644 0.261
H 3.02733 0.87336 1.82529 0.194
H 2.55569 2.59081 1.76805 0.174
H 3.82181 1.68246 -1.40519 0.345
H 3.19030 0.60612 -2.63977 0.298
H 3.99523 -0.06818 -1.23067 0.248
```

* energy relative to the best compared isomer or geometry (same formula, charge and spin): 93.3 kJ/mol
* charge: -1
* multiplicity: 5
* <S²>: 6.0131
* Kohn-Sham gap (alpha / beta): 5.7465 / 7.7015 eV
* E: -128330.781 eV

2.
A molecular structure, C9H10FNO2 at a distorted geometry, computed with the ωB97M-V functional and the def2-TZVPD basis.

```
23
Properties=species:S:1:pos:R:3:mulliken_charge:R:1
C 2.57586 2.16367 -3.19199 -0.248
C 1.87604 2.43208 -2.24134 -0.345
C -3.20517 2.42282 -1.36275 0.749
C 1.24745 2.41046 -0.91835 -0.966
C -0.77177 -1.71750 1.38008 -0.572
C 0.55451 -1.94779 0.46988 -0.544
C -1.15554 -0.30401 1.29482 -0.491
C 0.83261 -0.55729 -0.00330 -0.303
C 0.07605 1.63527 0.50519 -0.192
N -0.08035 0.28434 0.46483 0.273
O -3.35761 1.36530 -1.01937 -0.334
O -3.07812 3.51912 -1.75769 -0.419
F -1.18791 2.18999 0.46202 -0.252
H 1.98750 2.74152 -0.24469 0.519
H 0.71506 3.34540 -0.89313 0.470
H -1.48822 -2.52642 1.13285 0.403
H -0.44989 -2.09089 2.41310 0.211
H 1.47478 -2.33018 0.86622 0.375
H 0.20115 -2.60997 -0.35511 0.208
H -2.07108 -0.20855 0.69846 0.154
H -1.16979 0.17294 2.21286 0.458
H 1.75477 -0.23736 -0.44175 0.422
H 3.02846 2.36635 -4.08031 0.425
```

* energy relative to the best compared isomer or geometry (same formula, charge and spin): 509.8 kJ/mol
* charge: 0
* multiplicity: 1
* Kohn-Sham gap (alpha / beta): 7.4144 / 7.1252 eV
* E: -17790.838 eV

3.
C9H10N2O in the gas phase at a distorted geometry, computed with the ωB97M-V functional and the def2-TZVPD basis.

```
22
Properties=species:S:1:pos:R:3:mulliken_charge:R:1
N -3.83956 -0.15509 0.04992 -0.823
N -2.51095 0.11632 0.04262 0.144
C -2.03422 1.22009 -0.42925 -0.179
C -0.69384 1.60323 -0.21278 -0.804
C 0.48918 0.79675 -0.06678 1.174
C 1.74020 1.58691 0.13738 -0.651
C 2.89624 0.92018 0.22129 -0.489
C 3.02481 -0.45668 -0.12815 -0.548
C 1.90498 -1.20042 -0.27903 -0.859
C 0.58964 -0.60929 -0.05663 0.946
C -0.38492 -1.59228 0.08551 -0.133
O -0.14099 -2.92483 -0.03451 -0.466
H -4.48630 0.75525 0.13260 0.247
H -4.01227 -0.75111 0.79062 0.245
H -2.87220 1.93245 -0.70604 0.259
H -0.52778 2.68280 -0.34098 0.229
H 1.62307 2.73513 0.39288 0.206
H 3.89163 1.31376 0.58080 0.270
H 3.94290 -1.05467 -0.20396 0.336
H 1.99113 -2.26042 -0.46063 0.253
H -1.37512 -1.60231 0.56486 0.386
H 0.78436 -3.05577 -0.07976 0.256
```

* energy relative to the best compared isomer or geometry (same formula, charge and spin): 526.7 kJ/mol
* charge: 0
* multiplicity: 1
* Kohn-Sham gap (alpha / beta): 6.6279 / 6.6274 eV
* SMILES string: N/N=C/C=c1/cccc/c1=C\O
* E: -14518.465 eV

4.
C9H10N2O2S in the gas phase at a distorted geometry, computed with the ωB97M-V functional and the def2-TZVPD basis.

```
24
Properties=species:S:1:pos:R:3:mulliken_charge:R:1
N -1.33775 -2.27307 -1.94139 -0.505
C -0.15263 -1.53504 -1.98420 0.553
O 0.47854 -1.46414 -3.04274 -0.613
N 0.27235 -1.37161 -0.64771 -0.220
C 0.99491 -0.12094 -0.35641 -0.122
C 1.81929 -0.43647 0.89597 -1.066
C 1.10010 -0.39858 2.27846 -0.646
C 0.09218 0.78614 2.32902 0.431
O -0.30534 1.33250 3.36960 -0.652
C -0.38845 1.34680 1.12795 0.407
S -1.72693 2.54987 1.15103 -0.098
C -1.72269 2.59898 -0.59221 -0.278
C -0.68927 1.84076 -1.11839 -0.806
C 0.07805 1.00537 -0.17267 0.049
H -1.96228 -2.09505 -1.15397 0.220
H -1.80615 -2.42161 -2.91394 0.275
H -0.50839 -1.51073 0.05345 0.301
H 1.69157 0.03348 -1.20882 0.593
H 2.58336 0.33879 0.81797 0.424
H 2.24621 -1.48529 0.81800 0.306
H 0.59373 -1.39190 2.35290 0.318
H 1.84497 -0.30195 3.17397 0.302
H -2.60050 3.14907 -1.05680 0.368
H -0.59488 1.82463 -2.17905 0.458
```

* energy relative to the best compared isomer or geometry (same formula, charge and spin): 126.1 kJ/mol
* charge: 0
* multiplicity: 1
* Kohn-Sham gap: 8.9172 eV
* SMILES string: NC(=O)N[C@@H]1CCC(=O)c2sccc21
* E: -27405.118 eV

5.
A molecular structure, C9H10N2STl at a distorted geometry, computed with the ωB97M-V functional and the def2-TZVPD basis.

```
23
Properties=species:S:1:pos:R:3:mulliken_charge:R:1
C -1.32133 1.25627 1.06455 -0.352
C -0.07250 1.92732 1.16419 -0.594
C 0.72465 1.23831 2.12574 -0.619
C -0.03500 0.12974 2.61115 -0.606
C -1.29702 0.14120 1.94792 -0.547
Tl 0.92850 -0.65107 0.00024 1.082
C 0.51024 0.54848 -2.13837 -1.037
C -0.72948 -0.24143 -2.29063 0.892
C -1.81294 0.18792 -3.05792 -1.095
N -0.72740 -1.39370 -1.55891 -0.630
H 1.70570 1.54901 2.48665 0.404
H 0.19033 2.86139 0.66522 0.436
H 0.26389 -0.54875 3.41058 0.415
H -2.13155 -0.52754 2.14793 0.387
H -2.18067 1.58811 0.47594 0.366
H 0.41979 1.61678 -1.92024 0.289
H -1.64575 -1.81243 -1.38501 0.111
H 1.37959 0.19420 -2.69302 0.349
H -1.70411 1.12527 -3.59683 0.269
H -2.71120 -0.42457 -3.08338 0.253
S 4.49466 -3.84282 1.51568 -0.502
C 3.32799 -2.83839 1.16570 0.427
N 2.42360 -2.08329 0.94283 -0.699
```

* charge: -1
* multiplicity: 1
* Kohn-Sham gap (alpha / beta): 6.3057 / 6.3063 eV
* E: -28001.876 eV

6.
A gas-phase ion, C9H10N3O (charge +1) at a distorted geometry, computed with the ωB97M-V functional and the def2-TZVPD basis.

```
23
Properties=species:S:1:pos:R:3:mulliken_charge:R:1
C 1.02973 -0.44941 -2.49969 -1.268
C 0.45187 -0.22335 -1.14808 -0.200
C 0.38511 1.00279 -0.53277 -0.465
C -0.30242 0.97162 0.64828 0.525
C -0.40868 2.04734 1.57943 0.635
C -0.87895 1.89888 2.92978 -0.111
N -1.28591 1.82134 3.99152 -0.333
C 0.10559 3.33431 1.25755 -0.211
N 0.61332 4.33261 1.01794 -0.354
N -0.78481 -0.36053 0.97262 -0.124
C -0.31926 -1.18995 -0.29880 0.869
C 0.53790 -2.39586 0.15058 -1.499
O -1.47961 -1.52350 -0.88918 -0.564
H 0.63163 0.29111 -3.31894 0.353
H 0.77374 -1.52197 -2.86847 0.317
H 2.21408 -0.33257 -2.41282 0.319
H 0.69571 1.96581 -0.98798 0.427
H -0.49742 -0.80756 1.94680 0.490
H -1.86235 -0.19404 1.03485 0.486
H -0.10305 -2.87982 0.86919 0.447
H 1.38405 -1.95884 0.58964 0.477
H 0.86635 -3.17344 -0.61893 0.322
H -1.76662 -0.65498 -1.41251 0.461
```

* energy relative to the best compared isomer or geometry (same formula, charge and spin): 347.0 kJ/mol
* charge: +1
* multiplicity: 1
* Kohn-Sham gap (alpha / beta): 7.6571 / 7.6580 eV
* SMILES string: CC1=CC(=C(C#N)C#N)[NH2+][C@@]1(C)O
* E: -16002.572 eV